99
Properties=species:S:1:pos:R:3:forces:R:3:mulliken_charge:R:1 method="wB97M-V/def2-TZVPD" energy_ha=-6472.3908 s_squared=2.018 max_force_ha_per_bohr=0.03158 gap_ev="5.0261 / 6.5463" relative_energy_kcal_mol=27.4 multiplicity=3 charge=-2 homo_ev="-0.826 / -2.348"
Ti 0.3840 0.6888 0.3108 1.569 -0.364 0.207 0.05
C -3.2896 -3.5023 1.0229 0.012 -0.002 0.007 -1.37
C -2.2527 -4.4497 0.4899 0.006 0.008 -0.001 1.50
C -2.2739 -5.7947 0.8253 0.000 0.008 0.031 -0.92
C -1.3372 -6.6756 0.3012 0.004 -0.013 -0.003 -0.84
C -0.4034 -6.1971 -0.6027 -0.035 0.000 -0.032 -0.75
C -0.3620 -4.8538 -0.9694 -0.045 0.047 0.082 1.23
C 0.6158 -4.4023 -2.0158 0.024 0.041 0.005 -1.33
C -1.2584 -3.9486 -0.3772 0.036 0.012 0.057 -0.93
N -1.1871 -2.5561 -0.5154 0.115 -0.003 -0.029 0.80
C -1.9173 -2.0062 -1.4545 -0.031 0.006 0.056 -0.73
O -2.5123 -2.5465 -2.4121 0.009 -0.026 -0.044 -0.85
C -2.2359 -0.5185 -1.2329 0.110 0.061 0.032 0.08
C -3.2923 -0.0004 -1.9729 -0.008 -0.013 -0.030 -0.30
C -3.8051 1.2433 -1.6594 -0.025 0.021 -0.009 -1.09
C -3.3069 1.9167 -0.5588 0.034 0.105 0.082 -0.35
C -2.2355 1.3684 0.1187 -0.188 -0.087 -0.053 1.04
N -1.6586 0.2061 -0.2575 -0.879 -0.121 -0.084 0.91
C -1.7870 2.0034 1.4400 -0.143 -0.018 0.065 -1.04
O -2.5662 2.7709 1.9986 -0.015 -0.035 0.024 -0.79
N -0.6083 1.5450 1.8878 -0.441 0.347 0.006 1.60
C -0.3188 1.6573 3.2663 0.049 -0.043 -0.014 -1.04
C 0.6818 2.5155 3.7328 -0.011 0.034 0.026 0.86
C 1.4141 3.4216 2.7869 0.012 -0.001 0.000 -0.99
C 0.9824 2.5176 5.0921 0.026 -0.011 -0.009 -0.94
C 0.3128 1.6899 5.9791 -0.006 -0.008 -0.006 -1.01
C -0.6785 0.8439 5.5051 0.010 0.002 0.009 -0.50
C -1.0041 0.8152 4.1543 0.009 -0.024 -0.001 1.39
C -2.0594 -0.1193 3.6347 -0.011 0.025 0.009 -1.20
H -3.8931 -3.9757 1.8000 -0.005 -0.004 -0.004 0.39
H -3.9521 -3.1748 0.2168 -0.001 0.010 0.001 0.36
H -2.8223 -2.6001 1.4217 -0.007 -0.002 0.013 -0.01
H -3.0345 -6.1546 1.5116 -0.001 0.000 -0.003 0.34
H -1.3508 -7.7238 0.5767 0.001 -0.001 0.000 0.37
H 0.3057 -6.8817 -1.0588 0.002 -0.002 -0.003 0.42
H 1.5817 -4.1302 -1.5847 0.039 0.071 0.034 0.15
H 0.2322 -3.5355 -2.5459 -0.028 0.094 -0.038 0.18
H 0.7829 -5.2027 -2.7407 0.031 0.010 0.024 0.45
H -3.6874 -0.6239 -2.7616 0.003 0.007 0.010 0.59
H -4.6178 1.6654 -2.2383 0.001 0.000 -0.004 0.37
H -3.7198 2.8467 -0.1965 0.001 0.006 -0.002 0.60
H 0.7317 4.1652 2.3674 -0.005 -0.021 -0.023 0.36
H 1.8521 2.8567 1.9593 0.012 -0.012 0.015 -0.09
H 2.2168 3.9475 3.3063 -0.010 0.012 0.004 0.48
H 1.7634 3.1790 5.4515 -0.002 0.001 0.002 0.37
H 0.5671 1.6986 7.0326 -0.001 0.000 0.000 0.36
H -1.2030 0.1823 6.1869 -0.001 0.002 0.000 0.36
H -2.3407 -0.8491 4.3957 -0.004 -0.001 -0.001 0.40
H -1.7018 -0.6512 2.7491 -0.004 0.000 0.002 -0.31
H -2.9530 0.4355 3.3371 0.002 -0.004 -0.006 0.50
Cl 4.9199 2.2266 0.9909 0.000 -0.003 0.000 -0.27
C 4.5458 1.1463 -0.3315 -0.005 -0.002 0.031 0.39
C 5.5449 0.7988 -1.2169 0.002 0.001 0.005 -0.39
C 5.2906 -0.0580 -2.2841 -0.013 0.001 -0.003 -0.59
C 4.0002 -0.5571 -2.4501 0.013 -0.003 -0.009 -0.71
C 3.0246 -0.1877 -1.5573 0.003 0.016 0.031 0.55
Cl 1.3906 -0.8056 -1.6994 -0.012 -0.217 -0.162 -0.16
C 3.2046 0.6736 -0.4315 0.030 -0.016 -0.041 -1.17
N 2.2057 0.9460 0.3837 -0.008 -0.074 -0.045 0.57
H 6.5361 1.2088 -1.0675 -0.002 0.000 0.001 0.39
H 6.0786 -0.3250 -2.9752 -0.002 0.000 0.000 0.35
H 3.7557 -1.2218 -3.2693 0.000 0.001 0.005 0.42
C -0.3401 -3.4264 3.3287 -0.011 -0.009 -0.009 -0.96
C 0.7164 -2.4069 3.7342 -0.006 -0.009 -0.035 -1.00
As 1.3586 -1.3199 2.2125 -0.053 0.080 0.033 1.41
C 2.8619 -0.3845 3.0863 0.012 0.029 -0.027 0.16
C 3.3398 -0.8915 4.4409 -0.011 0.001 0.006 -1.59
C 2.3022 -2.7335 1.2288 -0.003 0.000 -0.067 0.59
C 3.4520 -3.4279 1.9443 -0.008 -0.017 0.017 -1.61
H -0.6228 -4.0603 4.1745 -0.008 0.010 -0.004 0.52
H 0.0082 -4.0837 2.5298 -0.004 -0.016 -0.005 0.14
H -1.2423 -2.9369 2.9644 -0.011 -0.007 -0.035 -0.06
H 1.5731 -2.9055 4.1912 0.002 0.011 0.009 0.65
H 0.3212 -1.7039 4.4712 -0.002 -0.010 0.005 0.31
H 2.5395 0.6531 3.1644 0.007 0.001 -0.004 -0.20
H 3.6702 -0.3754 2.3527 -0.002 -0.022 -0.001 0.49
H 3.6621 -1.9341 4.4085 0.003 0.002 -0.002 0.30
H 2.5560 -0.8077 5.1965 -0.003 -0.003 -0.004 0.23
H 4.1895 -0.2945 4.7850 -0.005 0.004 0.003 0.44
H 2.6493 -2.2677 0.3051 0.031 0.022 0.019 0.19
H 1.5321 -3.4514 0.9369 -0.030 0.005 -0.050 -0.41
H 4.2327 -2.7199 2.2287 -0.003 0.000 -0.009 0.29
H 3.9107 -4.1800 1.2962 0.000 0.000 0.006 0.45
H 3.1161 -3.9400 2.8492 0.003 0.005 0.004 0.27
N -0.4681 5.1389 -5.3295 -0.012 -0.006 0.003 -0.48
C -0.1346 5.4881 -4.0098 -0.002 0.007 -0.001 0.32
S 0.0951 7.1323 -3.6612 0.004 -0.003 -0.002 -0.56
C -0.0520 4.4295 -3.0746 -0.003 -0.001 0.000 0.83
C -0.3807 3.0799 -3.4019 0.004 -0.004 -0.001 -1.52
C -0.2500 2.0847 -2.4719 -0.032 -0.011 0.010 -0.70
N 0.1859 2.2730 -1.2087 -0.090 0.114 -0.050 0.62
C 0.4955 3.5557 -0.8816 0.001 0.008 -0.014 -0.37
C 0.3871 4.6164 -1.7333 -0.001 0.003 -0.005 -1.16
H -0.2864 5.9084 -5.9557 0.003 0.001 0.000 0.24
H -0.0531 4.2747 -5.6519 0.005 0.003 -0.002 0.17
H -0.7793 2.8154 -4.3720 0.000 0.000 0.001 0.31
H -0.5163 1.0676 -2.7351 0.005 -0.003 -0.005 0.48
H 0.8536 3.6998 0.1289 0.003 -0.002 -0.001 0.25
H 0.6513 5.6100 -1.4005 0.003 0.000 -0.002 0.43

91
Properties=species:S:1:pos:R:3:forces:R:3:mulliken_charge:R:1 method="wB97M-V/def2-TZVPD" energy_ha=-3358.4868 s_squared=6.085 max_force_ha_per_bohr=0.05368 gap_ev="3.1228 / 4.8401" multiplicity=5 charge=-1 homo_ev="-0.951 / -2.669"
C -1.5873 -2.0407 -6.4358 0.514 0.752 0.554 -1.22
N -1.0301 -0.8087 -5.8854 -0.197 0.198 0.359 0.14
C -0.4068 0.1052 -6.8417 -0.496 -0.438 0.758 -1.09
C -0.8336 -0.6281 -4.4859 0.215 -0.208 -0.753 -0.02
C -1.0452 0.6190 -3.8911 0.003 -0.095 -0.264 -0.63
C -0.7883 0.8114 -2.5482 -0.129 0.051 -0.561 -0.20
C -0.2957 -0.2248 -1.7854 0.056 -0.071 0.500 -0.72
P 0.1037 0.1604 -0.0690 -0.051 -0.251 -0.054 1.13
C 0.7965 -1.4412 0.4066 -0.069 0.514 0.050 -0.32
C 2.1111 -1.7661 0.1493 0.209 -0.275 -0.013 -0.02
C 2.5775 -3.0376 0.3880 -0.023 -0.369 0.144 -0.71
C 1.7320 -4.0176 0.9065 0.272 -0.749 -0.012 -0.01
N 2.2036 -5.3516 1.0636 -0.442 0.235 -0.061 0.12
C 1.9727 -6.1170 2.2873 0.002 0.575 -0.811 -1.13
C 3.1475 -5.9284 0.1113 -0.515 0.657 0.680 -1.21
C 0.4091 -3.6656 1.1970 0.232 -0.285 -0.038 -0.56
C -0.0540 -2.3893 0.9348 0.031 -0.369 0.341 -0.29
C 1.6633 1.0286 -0.3314 -0.553 -0.054 -0.158 -0.74
C 2.2354 1.6541 0.7556 0.306 0.420 0.019 -0.42
C 3.4728 2.2567 0.6340 0.294 0.034 -0.135 -0.67
C 4.1669 2.2138 -0.5795 0.779 0.252 -0.102 0.01
N 5.4775 2.7523 -0.7040 -0.309 -0.173 0.353 0.12
C 6.4785 2.0997 -1.5409 -0.885 0.433 0.381 -1.21
C 5.8203 4.0780 -0.1918 -0.315 -0.925 -0.217 -1.13
C 3.5650 1.5799 -1.6667 0.300 0.253 0.089 -0.60
C 2.3230 1.0022 -1.5404 0.346 0.115 -0.113 -0.04
C -0.0832 -1.4611 -2.3562 -0.223 -0.181 -0.192 -0.07
C -0.3609 -1.6715 -3.6887 -0.164 0.195 -0.424 -0.64
H -2.0590 -2.6289 -5.6538 -0.010 0.041 0.099 0.37
H -2.3426 -1.8074 -7.1819 -0.141 0.048 -0.202 0.36
H -0.8115 -2.6415 -6.9026 0.185 -0.328 -0.228 0.37
H 0.1792 0.8584 -6.3181 -0.057 -0.027 0.051 0.37
H 0.2624 -0.4407 -7.5044 0.160 -0.125 -0.214 0.31
H -1.1654 0.6057 -7.4385 -0.069 0.175 -0.272 0.30
H -1.4193 1.4281 -4.4937 -0.115 0.202 -0.154 0.50
H -0.9354 1.7794 -2.0939 -0.144 0.187 0.029 0.55
H 2.7711 -1.0290 -0.2690 0.232 0.067 -0.023 0.24
H 3.6039 -3.2838 0.1829 0.290 -0.050 -0.060 0.55
H 1.3892 -5.5382 3.0003 -0.014 0.053 -0.083 0.38
H 1.4420 -7.0403 2.0651 -0.111 -0.250 0.067 0.31
H 2.9247 -6.3664 2.7522 0.221 -0.111 0.183 0.32
H 3.1507 -5.3535 -0.8114 -0.051 0.044 0.001 0.38
H 4.1525 -5.9281 0.5247 0.454 -0.134 -0.018 0.35
H 2.8642 -6.9502 -0.1299 -0.054 -0.227 0.029 0.35
H -0.2616 -4.4181 1.5742 -0.178 -0.170 0.108 0.50
H -1.0858 -2.1298 1.1143 -0.229 0.009 0.126 0.63
H 1.7159 1.6513 1.7012 -0.041 0.066 0.231 0.53
H 3.9353 2.7197 1.4883 0.107 0.119 0.219 0.53
H 6.1824 1.0754 -1.7525 -0.051 -0.018 0.037 0.38
H 6.5911 2.6305 -2.4823 0.233 0.073 -0.404 0.35
H 7.4387 2.0731 -1.0313 0.198 0.074 0.107 0.35
H 4.9586 4.5431 0.2823 -0.029 -0.096 -0.010 0.38
H 6.6268 4.0103 0.5351 0.196 0.108 0.174 0.31
H 6.1416 4.7193 -1.0104 0.113 0.223 -0.172 0.32
H 4.0750 1.5600 -2.6127 0.147 -0.016 -0.275 0.54
H 1.8765 0.4981 -2.3783 -0.021 -0.050 -0.255 0.39
H 0.3227 -2.2575 -1.7598 0.053 -0.254 0.035 0.20
H -0.1613 -2.6274 -4.1382 0.037 -0.295 -0.121 0.54
C -6.7215 2.2859 0.8318 0.118 1.143 -0.205 -0.60
C -6.4095 2.9273 2.0926 0.260 0.833 -0.659 -0.70
C -5.1007 3.5455 1.9741 -0.917 0.546 -1.106 -0.72
C -4.6034 3.2894 0.6308 -1.344 0.989 0.035 -0.48
C -5.6203 2.5317 -0.0786 -0.220 1.151 0.457 -0.43
Fe -4.9217 1.4904 1.6121 0.587 0.234 0.506 -0.29
C -4.7666 -0.4971 1.0141 -0.406 -1.687 1.845 -0.67
C -5.0486 -0.3930 2.4786 0.049 -1.830 -1.621 -0.93
C -4.0092 0.3152 3.0867 1.171 -0.171 -0.589 -1.17
C -2.9983 0.6826 2.0355 -1.291 -2.438 0.115 1.75
C -1.7363 1.2171 2.2281 0.473 0.914 0.793 -0.95
C -1.0661 1.4142 3.5026 -0.735 -0.400 -1.201 0.57
C -0.1490 2.4587 3.6383 0.306 0.091 0.087 -0.42
C 0.5289 2.6563 4.8194 0.048 0.086 -0.156 -0.72
C 0.3249 1.8019 5.8877 0.342 0.155 0.546 -0.43
C -0.5535 0.7407 5.7655 -0.196 -0.033 -0.090 -0.65
C -1.2526 0.5499 4.5912 0.105 -0.138 0.373 -0.57
C -3.5590 0.1528 0.7374 0.999 -0.096 1.159 -0.13
H -7.6468 1.7579 0.5923 0.368 0.211 0.096 0.42
H -7.0642 2.9665 2.9653 0.312 -0.046 -0.294 0.42
H -4.5664 4.0678 2.7715 -0.192 -0.239 -0.351 0.42
H -3.6119 3.5475 0.2467 -0.494 -0.018 0.177 0.44
H -5.5645 2.1981 -1.1176 0.071 0.052 0.462 0.43
H -5.4062 -0.9932 0.2789 0.197 0.237 0.368 0.45
H -5.9109 -0.8158 2.9996 0.273 0.152 -0.339 0.44
H -3.9455 0.5532 4.1476 0.025 -0.051 -0.393 0.62
H -1.1790 1.4825 1.3461 -0.248 0.496 0.279 0.62
H 0.0129 3.1096 2.7954 0.003 0.231 -0.168 0.50
H 1.2144 3.4827 4.9102 0.179 0.178 0.039 0.39
H 0.8552 1.9632 6.8148 0.070 0.009 0.118 0.36
H -0.6872 0.0669 6.5992 -0.055 -0.140 0.062 0.39
H -1.8993 -0.3059 4.4910 -0.157 -0.051 -0.087 0.52
H -3.0721 0.2258 -0.2391 -0.198 0.054 0.417 0.27

90
Properties=species:S:1:pos:R:3:forces:R:3:mulliken_charge:R:1 method="wB97M-V/def2-TZVPD" energy_ha=-2479.7506 max_force_ha_per_bohr=0.05576 gap_ev=3.1349 relative_energy_kcal_mol=182.2 charge=0 homo_ev=-4.506
Hg 0.3813 1.0800 0.2437 -0.037 -0.732 2.772 1.32
C -1.8592 1.1721 -3.3530 -0.936 -0.283 0.492 -0.11
C -1.8839 -0.1717 -3.2351 -1.527 -0.177 -1.450 -0.76
C -1.1853 -1.0892 -4.2156 0.020 0.159 -0.036 -1.15
C 0.1796 -0.5785 -4.7479 0.567 -0.220 -0.650 -1.43
C 1.0743 0.2019 -3.7982 0.852 0.381 -0.659 -0.04
C 0.9171 1.4865 -3.4361 0.529 -0.134 -0.779 0.13
C 0.1293 2.4178 -4.3277 -0.767 0.061 0.405 -1.26
C -1.3431 1.9587 -4.4940 0.440 0.441 -0.644 -1.12
C 0.8334 0.9984 2.3873 -0.023 0.945 0.314 -0.83
H -2.3718 1.7908 -2.6263 -0.307 -0.382 -0.223 0.66
H -2.7152 -0.6840 -2.6971 0.763 0.717 -0.389 1.42
H -1.8201 -1.2908 -5.0977 0.053 0.179 0.350 0.55
H -1.0520 -2.0741 -3.7509 -0.118 0.199 -0.163 0.12
H 0.7357 -1.4908 -5.0201 -0.118 0.384 -0.183 0.48
H 0.0004 -0.0255 -5.6890 0.204 -0.172 0.394 0.37
H 2.0347 -0.3087 -3.6108 -0.916 0.119 0.815 0.99
H 1.4554 1.9498 -2.5835 0.119 -0.428 -0.947 -0.11
H 0.5510 2.4628 -5.3466 0.225 0.038 0.510 0.33
H 0.1623 3.4289 -3.9020 -0.051 -0.157 -0.167 0.37
H -1.9588 2.8697 -4.5816 0.040 -0.458 -0.130 0.44
H -1.4542 1.3752 -5.4245 0.010 0.381 0.334 0.31
H 0.7671 1.9959 2.8589 0.060 -0.544 -0.045 0.37
H 1.8522 0.5889 2.4851 -0.293 0.192 -0.192 0.33
H 0.1068 0.3188 2.8419 -0.110 0.032 0.076 0.02
P -1.3312 -0.7139 -0.8186 1.464 0.555 2.307 0.79
P 2.6560 0.0961 -0.4207 -0.402 -0.277 0.825 1.08
C 0.2535 -1.3344 -1.5197 2.165 0.625 -0.337 -0.95
C 1.6404 -1.1093 -1.3365 -1.474 -0.391 -1.313 -0.98
C -1.9954 -2.1811 0.0126 -0.171 -0.716 0.207 -0.07
C -2.3476 -3.2943 -0.7897 -0.460 0.683 0.680 -0.79
C -3.1981 -4.2676 -0.2602 0.270 -0.072 -0.146 -0.55
C -3.6102 -4.2107 1.0753 0.373 0.541 0.018 -0.67
C -3.0958 -3.2060 1.9142 -0.113 -0.330 -0.217 -0.59
C -2.2630 -2.2071 1.4006 -0.222 0.103 -0.953 -0.16
C -2.4746 0.7536 -0.4945 0.232 1.251 -0.648 1.56
C -1.9882 2.1066 -0.4555 -0.025 -0.800 -0.159 -0.33
C -2.8411 3.1945 -0.3067 0.057 -0.213 -0.249 -1.09
C -4.2190 2.9841 -0.3873 -0.051 -0.195 0.278 -0.58
C -4.7314 1.6844 -0.4362 0.305 0.102 0.161 -0.82
C -3.8694 0.5800 -0.4315 0.563 -0.346 -0.032 -0.67
C 3.8520 -0.8429 0.5142 0.644 -0.674 0.005 0.38
C 3.4765 -2.0809 1.0902 0.260 0.728 -0.370 -0.54
C 4.4595 -2.9005 1.6364 0.224 -0.082 0.011 -0.57
C 5.8052 -2.5060 1.6273 -0.315 0.093 -0.098 -0.54
C 6.1618 -1.2459 1.1302 -0.025 -0.174 0.163 -0.53
C 5.1995 -0.4133 0.5734 -0.676 -0.319 0.053 -0.59
C 3.3092 1.7950 -0.6439 0.266 0.672 -0.784 -0.05
C 3.0442 2.7271 0.4022 -0.493 -0.753 -0.263 -0.05
C 3.1760 4.0920 0.1838 0.531 0.117 -0.246 -0.84
C 3.5916 4.5555 -1.0747 -0.194 -0.323 -0.027 -0.47
C 3.9042 3.6416 -2.0920 0.415 0.123 0.016 -0.55
C 3.8970 2.2631 -1.8447 -0.796 -0.122 0.383 -0.26
H -0.0045 -2.0805 -2.2891 0.723 -0.182 0.894 0.72
H 2.3094 -1.7922 -1.8874 -0.684 -0.163 0.320 0.60
H -1.9759 -3.3412 -1.8096 -0.352 -0.089 -0.047 0.25
H -3.5505 -5.0680 -0.9094 0.130 0.085 0.182 0.41
H -4.3102 -4.9549 1.4617 0.272 0.242 -0.090 0.38
H -3.3636 -3.1974 2.9722 0.238 0.095 -0.228 0.54
H -1.8231 -1.4448 2.0433 -0.304 0.029 0.330 0.64
H -0.9185 2.3606 -0.7223 -1.073 -0.115 0.253 0.03
H -2.4179 4.1966 -0.1579 -0.267 -0.458 -0.317 0.45
H -4.8858 3.8422 -0.3922 0.031 -0.196 0.133 0.41
H -5.8121 1.5198 -0.4540 0.414 0.051 -0.014 0.41
H -4.2682 -0.4373 -0.4147 0.019 0.309 -0.059 0.49
H 2.4205 -2.3595 1.0819 0.338 -0.089 0.080 0.30
H 4.1771 -3.8646 2.0656 0.099 0.319 -0.134 0.41
H 6.5743 -3.1889 1.9978 -0.292 0.312 -0.013 0.36
H 7.2000 -0.9156 1.1746 -0.261 -0.121 -0.059 0.39
H 5.4606 0.5624 0.1668 0.061 -0.242 0.069 0.34
H 2.6582 2.3492 1.3607 0.209 0.298 -0.534 0.50
H 2.9438 4.7996 0.9855 0.137 -0.301 -0.290 0.45
H 3.6816 5.6320 -1.2498 -0.162 -0.432 -0.046 0.39
H 4.1428 4.0001 -3.1031 0.200 -0.120 0.602 0.41
H 4.2695 1.5369 -2.5805 -0.483 0.448 0.162 0.41
C -2.7081 1.2068 4.3570 -0.260 0.485 -0.267 -0.76
C -2.1112 -0.0463 4.8487 0.365 -1.775 1.887 0.26
C -2.2138 -0.6191 6.1609 0.214 0.443 -1.447 -1.00
C -1.4267 -1.7974 6.1307 0.499 0.049 -1.410 -0.81
C -0.8878 -1.8808 4.8045 -1.408 1.167 2.008 0.25
C 0.0076 -2.9092 4.2564 0.356 -0.390 -0.338 -0.77
N -1.3230 -0.8240 4.0729 0.238 0.047 -0.705 -0.21
H -2.3315 2.0613 4.9324 -0.164 0.105 -0.154 0.27
H -3.8023 1.1801 4.4484 0.100 0.215 -0.081 0.31
H -2.4473 1.3560 3.2983 -0.082 0.016 0.195 -0.10
H -2.7762 -0.1807 6.9760 0.068 -0.165 0.079 0.42
H -1.2218 -2.5185 6.9135 -0.120 0.150 0.088 0.43
H 0.6572 -3.2930 5.0495 0.014 -0.131 -0.186 0.42
H -0.5561 -3.7458 3.8251 0.176 -0.149 -0.045 0.15
H 0.6349 -2.4864 3.4581 -0.020 -0.095 0.113 -0.12

- Look up the charge of the third one.
  0